Record 1
{"formula": "C33H54ClN4O12PS2", "method": "ωB97M-V/def2-TZVPD", "elements": ["H", "O", "H", "H", "H", "O", "C", "H", "C", "H", "N", "H", "O", "C", "P", "C", "H", "C", "H", "H", "H", "H", "C", "C", "C", "H", "H", "C", "H", "H", "H", "H", "H", "H", "C", "C", "H", "H", "H", "H", "H", "S", "C", "H", "C", "O", "C", "H", "H", "C", "H", "O", "O", "C", "H", "H", "C", "H", "H", "N", "C", "H", "C", "H", "H", "H", "C", "H", "O", "H", "C", "H", "N", "C", "C", "H", "Cl", "C", "H", "H", "H", "O", "O", "N", "H", "H", "H", "H", "C", "H", "S", "O", "C", "C", "H", "O", "H", "O", "C", "C", "H", "C", "C", "H", "C", "H", "C"], "xyz": [[-3.204292, 4.339157, -5.377448], [-5.820559, 1.681913, -6.115616], [-9.716688, -0.887832, -3.288997], [-3.212462, 6.062077, -7.221794], [5.353516, 1.833669, 5.964632], [-5.147031, 3.703575, -5.774963], [4.989073, 3.167643, 1.646646], [-1.301168, 2.155069, 1.650167], [-9.826541, -2.634159, -1.264842], [4.458010, -3.358057, 2.736337], [5.931019, -1.574547, -1.185865], [3.102252, -0.774866, 1.863966], [-10.642325, -3.382977, -0.522992], [-1.856798, -0.963568, -4.619890], [5.315014, 3.476019, -1.466846], [5.287759, 1.880668, 0.865325], [0.789289, 2.635164, 2.625289], [5.734895, -0.514456, -0.389111], [-2.454662, 0.544934, -0.100436], [9.427719, -2.898230, 9.427365], [-4.861191, 5.561636, -7.654239], [-5.596476, -3.821726, -4.083379], [5.587799, -0.545183, 1.031101], [-0.305525, -0.223933, -0.387103], [3.562681, 3.213178, 2.246151], [-5.794751, -2.185601, -2.180213], [1.966512, 3.757756, 0.847817], [5.681728, 0.692084, -1.163556], [4.266999, 0.380643, 3.336058], [1.828107, -0.196294, 0.040654], [-6.446482, -0.242023, -6.375282], [-5.220062, -3.423580, -1.077415], [-12.030490, -1.963060, 1.244403], [7.716542, -2.993875, 8.960834], [-0.813929, 1.403143, 1.036053], [-4.130906, 4.714038, -5.813175], [-4.485298, 5.523435, -5.176143], [9.843169, -1.349262, 7.479061], [-6.620988, -4.486920, -2.805139], [-4.707010, -0.082684, -6.123454], [-10.876261, -2.092426, 2.588423], [6.996119, 4.414334, -1.715156], [5.360559, 0.652220, 1.648170], [-2.406584, -0.025714, -4.678686], [-10.407347, -3.334579, 0.891224], [-10.196203, -2.760662, -2.541256], [4.320549, -2.613459, 1.942811], [3.381364, 4.254324, 2.557304], [4.661239, 3.118221, -2.665181], [3.121185, -1.746987, 2.366608], [6.344022, -2.505524, 1.249916], [7.867023, -1.421750, 6.821531], [-3.661073, 2.183450, -6.553563], [5.438077, 1.939349, -0.481134], [-0.797919, -0.742626, -4.513384], [9.233498, -2.914096, 6.966854], [8.976840, -2.009955, 7.517124], [4.399658, 4.297024, -0.765536], [-0.436794, -1.011232, -1.121409], [0.531634, 1.208605, 1.094206], [5.663359, -1.851210, 1.812708], [5.258025, 4.061999, 1.079000], [-9.458638, -1.934816, -3.444449], [3.515152, 2.589818, 3.143320], [-4.937131, -5.022502, -2.989347], [-2.005363, -1.549938, -5.526345], [6.133551, 1.581165, 6.679312], [-5.438880, 0.385158, -7.688799], [-4.395382, -1.495201, -4.132456], [-9.343194, -3.440027, 1.104380], [-1.397901, 0.567363, 0.130499], [-9.740483, -2.215659, -4.456068], [5.170129, 0.753380, 3.067660], [7.630741, -0.139842, 7.101524], [-4.764580, 2.491251, -6.180643], [5.689595, 3.140731, 2.497800], [3.965593, -3.586107, 0.460052], [-10.976030, -2.071285, 1.502961], [-3.522495, 4.446465, -7.869222], [8.387044, -1.472781, 9.525199], [2.211282, -2.293456, 2.082009], [-8.925741, -1.946643, -0.857937], [-2.247864, -1.725912, -3.473317], [5.832573, 0.589050, -2.476810], [6.953339, 2.286806, 6.560054], [2.758020, 2.239651, 0.394063], [1.947199, 1.231671, 2.597246], [-10.459975, -1.187415, 1.128030], [0.836569, 0.204649, 0.219702], [5.912943, 0.268520, 3.558810], [6.037674, -1.022586, -2.690849], [8.258206, 0.551166, 7.858279], [1.381491, 1.962138, 1.997986], [-5.158363, -3.067787, -2.104658], [-8.385881, -2.082453, -3.330018], [6.554987, 0.242004, 6.403687], [3.104524, -1.676734, 3.462579], [-3.785013, -2.717973, -2.328817], [-3.561287, -1.932115, -3.380299], [-3.916389, 5.229398, -7.221159], [6.056543, -1.616499, 2.808239], [-5.572867, 0.361612, -6.606956], [-5.607825, -4.163841, -3.047980], [-10.910518, -4.204519, 1.311097], [2.426338, 2.846091, 1.248898], [5.721763, 1.642265, 7.686092], [8.609125, -2.366541, 8.942121]], "forces_ev_per_angstrom": [[-0.1, -0.2, -0.1], [0.0, 0.0, 0.0], [0.1, 0.0, 0.1], [0.0, 0.0, 0.0], [0.0, -0.2, -0.1], [0.0, -0.1, 0.1], [0.6, -0.9, 0.7], [0.3, -0.1, -0.1], [-0.2, 0.1, 0.0], [0.0, 0.0, -0.4], [0.2, 0.3, -0.2], [0.0, -0.2, 0.2], [0.1, -0.1, -0.1], [0.2, 0.2, -0.2], [0.6, 0.2, 0.3], [-0.5, 1.3, 1.1], [-0.2, -0.6, 0.1], [0.2, -0.2, -1.0], [0.2, -0.2, -0.1], [0.0, 0.0, 0.0], [0.0, 0.1, 0.1], [-0.1, 0.1, 0.0], [-0.2, -0.2, 0.4], [-1.5, 0.1, -0.2], [-0.1, 0.8, -0.9], [0.1, 0.0, -0.1], [0.0, -0.3, 0.0], [-0.3, 1.4, 1.0], [0.2, -0.1, 0.2], [0.0, 0.4, 0.3], [-0.1, 0.2, 0.1], [0.3, 0.1, 0.0], [0.0, -0.1, 0.1], [0.1, -0.1, -0.1], [-1.0, 0.8, 0.3], [0.3, 0.4, -0.1], [-0.2, -0.2, 0.0], [-0.1, 0.1, 0.0], [0.0, 0.0, 0.1], [0.0, 0.1, 0.0], [0.0, 0.0, 0.0], [0.0, 0.0, -0.1], [-0.1, 0.2, -0.6], [-0.1, -0.1, 0.0], [0.0, 0.1, 0.5], [0.1, -0.1, 0.0], [0.1, 0.3, 0.8], [0.1, -0.3, 0.2], [-0.1, -0.1, 0.4], [-0.2, -0.9, -0.4], [0.0, 0.1, 0.5], [0.0, 0.1, -0.2], [0.0, 0.0, 0.1], [-0.3, -0.6, -0.7], [0.0, -0.1, 0.2], [-0.2, 0.1, -0.2], [0.3, -0.3, 0.3], [-0.2, -0.5, -0.3], [0.3, 0.1, 0.1], [-0.7, 0.5, 0.4], [-0.1, 0.2, -1.1], [-0.2, -0.2, 0.0], [0.1, 0.2, -0.3], [0.1, 0.1, -0.2], [-0.1, 0.0, 0.1], [-0.1, 0.1, 0.0], [-0.2, 0.3, 0.0], [0.1, 0.0, 0.0], [0.0, 0.0, 0.0], [0.0, 0.1, -0.2], [1.0, -0.4, -0.1], [-0.2, -0.2, 0.1], [0.3, 0.2, -0.3], [-0.1, -0.2, 0.1], [-0.1, 0.0, -0.1], [-0.2, 0.2, -0.2], [0.0, 0.4, 0.2], [0.0, 0.2, -0.2], [0.1, 0.0, 0.1], [0.1, 0.0, 0.0], [0.1, 0.3, 0.1], [0.1, -0.1, 0.0], [0.0, 0.1, 0.0], [0.1, -1.6, 0.3], [0.1, -0.1, 0.1], [0.3, 0.3, 0.2], [-0.3, 0.3, 0.1], [0.1, -0.1, 0.0], [0.7, -0.6, -0.4], [-0.2, 0.0, 0.2], [0.0, 0.2, -0.2], [0.0, 0.0, -0.1], [1.1, 0.2, -0.9], [-0.5, -0.2, 0.1], [0.0, 0.1, 0.1], [0.0, 0.1, -0.1], [0.1, 0.3, -0.3], [0.0, 0.1, 0.1], [0.1, -0.2, 0.0], [-0.1, -0.2, -0.2], [-0.1, -0.4, -0.2], [0.0, -0.4, -0.1], [0.1, 0.0, -0.3], [-0.1, -0.1, -0.3], [-0.1, -0.7, 0.6], [0.1, 0.0, 0.0], [-0.2, 0.2, 0.1]], "homo_ev": -8.34, "lumo_ev": -0.82}

Record 2
{"formula": "C33H55BCdF4O2P2S2", "method": "ωB97M-V/def2-TZVPD", "elements": ["F", "C", "H", "P", "F", "H", "H", "C", "H", "H", "H", "H", "H", "H", "H", "H", "C", "C", "H", "C", "H", "C", "C", "C", "H", "H", "H", "C", "H", "H", "H", "C", "O", "C", "C", "C", "O", "C", "H", "H", "F", "H", "H", "H", "H", "H", "S", "C", "H", "C", "C", "H", "H", "C", "H", "H", "C", "C", "H", "F", "H", "H", "H", "H", "S", "C", "P", "H", "H", "C", "C", "C", "H", "C", "H", "C", "C", "H", "H", "B", "H", "H", "H", "C", "Cd", "H", "H", "H", "C", "H", "C", "H", "H", "H", "C", "C", "H", "H", "C", "H"], "xyz": [[1.733441, 0.753400, -4.092547], [0.723070, -3.110766, -0.835725], [3.173004, 2.265421, 4.022541], [3.069871, 0.681431, 1.833028], [0.048549, 0.692493, -5.670570], [-2.222323, -2.558033, 3.499380], [-0.594281, -1.326809, -4.868763], [-0.097528, -2.301171, -3.018060], [-1.279894, 4.090656, 2.453941], [1.760193, -1.236007, -3.426539], [-3.324619, 4.331934, 0.143286], [-3.702867, 2.257537, -1.612940], [-0.555083, -3.286991, 2.254336], [2.567955, -3.019729, 2.411703], [-1.659114, 4.892593, -2.806319], [0.072352, -5.777845, 1.824176], [-3.570638, -3.000305, 1.334926], [-1.198893, -1.666068, -0.668189], [1.323768, -2.424634, -4.634065], [2.152573, -4.025670, 2.455795], [2.473170, -4.532840, 0.403757], [5.900198, -0.611597, 4.196907], [3.266020, 2.940077, 3.167244], [-1.035376, 2.399977, -3.255520], [-0.766344, -0.277804, -3.482971], [4.408700, 4.660209, 2.567643], [-0.723028, 3.082369, -4.048626], [-1.896064, 4.296981, -1.920192], [-3.913893, -3.104775, 0.306156], [-0.854719, 4.588913, 0.816127], [-2.941265, 4.001551, -2.001498], [-1.347624, -2.106002, 0.664309], [3.635981, 2.204543, 2.000039], [4.326164, 3.992266, 3.425356], [-4.630603, 0.438474, -2.178447], [1.622684, -4.453396, 1.087273], [3.896385, -0.106347, 2.999121], [-0.921439, -1.298073, -3.830434], [-2.444518, 2.117769, 2.975150], [-3.061998, 1.012091, 1.741440], [1.934740, -0.597380, -5.952512], [5.432554, -1.201740, 2.171894], [-3.117976, -1.043781, 3.443964], [6.962141, -0.837000, 4.091110], [-1.376852, -1.055521, 3.121212], [0.614214, -6.152924, 0.183112], [3.798527, 0.106766, 0.068984], [-2.225420, 1.659103, 2.005935], [1.226137, 2.857437, -1.857624], [-3.597313, 1.182752, -1.643130], [-0.981454, 3.724139, 1.466950], [1.633082, -6.577755, 1.570412], [1.482625, -3.600777, -1.429459], [-2.419631, 0.609267, -1.143888], [5.399733, -1.459004, 4.666490], [4.061837, 4.574305, 4.309422], [-2.031666, 2.738382, 0.939082], [-0.171483, -2.238866, -1.471142], [5.767401, 0.522929, 2.361283], [2.056960, 1.693911, -6.176577], [-4.445024, -2.853931, 1.974210], [5.788738, 0.260211, 4.842825], [-3.088101, -0.935836, 1.083273], [5.295495, 3.519839, 3.588753], [1.182247, 0.604281, 2.337450], [5.296843, -0.343235, 2.833337], [-1.143206, 1.797544, -0.492695], [-3.241819, -2.604857, -1.830066], [-1.985609, -1.506185, -3.810562], [-2.297219, -0.796101, -1.215947], [-4.506566, -0.938044, -2.245960], [-2.306060, -1.603380, 2.975997], [-1.770351, 4.946742, -1.055300], [0.650730, -3.453750, 0.500726], [0.681471, 4.395010, -2.515477], [-0.943016, 3.098738, -1.900098], [0.945983, -5.828258, 1.170898], [-2.043833, 2.057887, -3.482708], [-0.363836, 1.546101, -3.304586], [1.444547, 0.636256, -5.508551], [-0.480234, -3.303082, -3.254148], [0.636950, 4.117747, -0.766879], [2.934311, -4.713117, 2.787398], [-3.378901, 3.431953, 0.749352], [1.263762, 0.360797, -1.316948], [-4.120183, 2.758101, 0.318789], [-3.078102, -3.929984, 1.626855], [-3.744028, 3.727003, 1.738599], [-0.420896, -2.970362, 1.227794], [1.358856, -4.025794, 3.205606], [0.483853, 3.650311, -1.740874], [-0.016348, 3.221681, 1.573785], [-5.296913, -1.548399, -2.664663], [-1.324476, 1.054646, 2.111324], [-2.598088, -1.820642, 1.484395], [1.339607, -2.235133, -3.561752], [2.016723, -2.955251, -3.105891], [-5.524203, 0.928441, -2.545005], [-3.351977, -1.528469, -1.771690], [2.288752, 3.400453, 3.000686]], "forces_ev_per_angstrom": [[0.0, 0.2, -0.1], [0.0, 0.1, 0.0], [0.0, 0.0, 0.0], [0.4, 0.3, 0.4], [0.1, 0.2, -0.2], [0.0, 0.0, 0.0], [0.0, 0.0, 0.1], [0.0, 0.3, 0.0], [-0.1, 0.0, 0.0], [0.0, -0.2, -0.1], [0.0, 0.0, 0.0], [0.0, -0.1, -0.1], [0.0, 0.0, 0.0], [0.0, 0.1, 0.0], [0.0, 0.0, 0.0], [0.0, 0.0, 0.0], [0.0, 0.1, -0.1], [0.3, -0.1, 0.0], [0.0, 0.1, 0.1], [0.0, 0.0, -0.1], [0.0, 0.0, 0.0], [-0.1, 0.1, -0.1], [0.0, 0.1, 0.1], [0.1, -0.1, 0.1], [0.0, -0.1, -0.1], [0.0, 0.0, 0.0], [0.0, 0.0, 0.0], [0.0, 0.0, 0.0], [0.0, 0.0, 0.0], [0.0, 0.0, 0.0], [0.0, 0.1, 0.0], [0.0, 0.1, 0.0], [0.0, -0.3, 0.0], [-0.1, -0.1, -0.1], [-0.1, 0.1, 0.0], [-0.1, -0.1, 0.1], [-0.2, 0.1, -0.2], [0.0, -0.2, 0.1], [0.0, 0.0, 0.0], [0.0, -0.1, 0.0], [0.0, 0.1, -0.1], [0.0, 0.0, 0.0], [0.0, 0.0, 0.0], [0.0, 0.0, 0.0], [0.0, 0.1, 0.1], [0.0, 0.0, 0.0], [-0.7, 0.0, -0.3], [0.0, -0.1, 0.0], [0.1, 0.1, 0.0], [0.0, 0.0, 0.0], [0.1, 0.0, 0.0], [0.0, 0.0, 0.0], [0.0, 0.1, 0.0], [-0.1, 0.1, 0.0], [0.0, 0.0, 0.0], [0.0, 0.0, 0.0], [0.5, -0.4, 0.1], [-0.3, -0.3, 0.0], [0.0, 0.0, 0.0], [0.0, 0.0, 0.0], [0.0, 0.0, 0.0], [0.0, 0.0, 0.0], [0.0, 0.0, 0.0], [0.0, 0.0, 0.0], [0.2, -0.2, -0.2], [0.1, 0.0, 0.0], [-0.5, 0.4, -0.5], [0.0, 0.0, 0.0], [-0.1, 0.0, 0.0], [-0.2, 0.0, 0.0], [0.1, -0.1, 0.0], [0.0, 0.1, -0.1], [0.0, 0.0, 0.0], [0.0, 0.0, -0.1], [0.0, 0.0, 0.0], [0.0, -0.1, 0.0], [0.1, 0.1, -0.1], [0.0, 0.0, 0.0], [0.0, 0.0, -0.1], [0.0, 0.1, 0.2], [0.0, 0.0, 0.1], [0.0, 0.0, 0.0], [0.0, 0.0, 0.0], [0.0, 0.0, -0.1], [0.4, -0.2, 0.6], [0.0, 0.0, 0.1], [0.0, 0.0, 0.0], [0.0, 0.0, 0.0], [0.1, 0.1, 0.0], [0.0, 0.0, 0.0], [-0.1, 0.0, 0.1], [0.0, 0.0, 0.1], [0.0, 0.0, 0.0], [-0.1, 0.0, 0.1], [0.1, -0.1, 0.1], [0.0, -0.2, 0.2], [0.0, 0.0, 0.0], [0.0, 0.0, 0.0], [-0.1, 0.0, 0.0], [0.0, 0.0, 0.0]], "spin_multiplicity": 2, "relative_energy_kj_mol": 0.0, "total_charge": -1, "homo_ev": [-3.66, -5.73], "s_squared": 0.7552, "lumo_ev": [2.39, 1.70]}

| no. | energy (Eh) |
| --- | --- |
| 1 | -4009.71638 |
| 2 | -3512.47776 |